(1)
Entry from OMol25: a cluster of 2 separate species, C3H10NS2 in total (ωB97M-V/def2-TZVPD).

The value obtained for the HOMO-LUMO gap (spin up / spin down) is 8.14 / 8.14 eV. The maximum force is 3.437 eV/Å. The calculation puts the highest occupied orbital energy (spin up / spin down) at -12.19 / -12.19 eV. The calculation puts the energy at -26424.4596 eV. For the relative energy (zero: lowest compared OMol25 entry of this formula, charge and spin), the calculation gives 71.25 kcal per mole. As for the net charge: +1.

Each line ends with the natural charge from an NBO analysis.
CARTESIAN COORDINATES (ANGSTROEM)
C -0.775718 -0.138388 0.796615  -0.438
C -1.314551 1.502955 -0.925413  -0.503
C 0.673547 -0.311128 0.798045  -0.211
N 1.135457 -0.947612 -0.480081  -0.722
S -0.225510 1.229893 -2.254892  0.086
S 1.284440 -1.393788 2.205754  0.007
H -1.376363 -0.950851 0.429701  0.211
H -1.193677 0.407160 1.622125  0.246
H -1.208955 2.414898 -0.373065  0.237
H -2.303542 1.119829 -1.094548  0.236
H 1.220243 0.623009 0.936590  0.244
H 0.822368 -0.337048 -1.292192  0.430
H 0.714248 -1.878492 -0.581182  0.438
H 2.156110 -1.057167 -0.478822  0.447
H 0.687563 2.156089 -1.953085  0.150
H 0.197757 -2.170054 2.261237  0.142

Cartesian forces, eV/Å:
C -1.034 2.420 -2.210
C 0.992 -2.467 1.995
C 0.674 -0.759 1.199
N -0.084 0.186 -0.489
S -0.101 0.250 -0.527
S -0.036 0.563 -0.424
H -0.150 -0.353 0.008
H -0.005 -0.040 0.297
H -0.065 0.259 0.126
H -0.235 0.091 -0.067
H -0.015 -0.057 -0.212
H 0.231 -0.318 0.353
H 0.141 0.175 0.062
H -0.280 -0.034 -0.073
H 0.090 0.148 0.034
H -0.122 -0.064 -0.071


(2)
Entry from OMol25: a structure of composition C20H11AlF6N6O4S4 (ωB97M-V/def2-TZVPD).

The value obtained for the HOMO-LUMO gap is 7.18 eV. The maximum force is 3.216 eV/Å. The calculation puts the highest occupied orbital energy at -7.81 eV. The calculation puts the energy at -104295.7267 eV.

Each line ends with the natural charge from an NBO analysis.
CARTESIAN COORDINATES (ANGSTROEM)
Al -0.209640 0.232638 0.116534  1.549
F 5.119039 0.628909 1.180863  -0.307
C 3.914064 0.156931 0.797255  0.776
F 3.687858 -1.002284 1.338574  -0.275
F 3.959166 0.053053 -0.513495  -0.295
S 2.592082 1.484045 1.085220  2.243
O 1.555875 1.142426 0.107781  -1.005
O 3.275729 2.721414 0.823404  -0.863
N 2.079432 1.224871 2.552370  -1.216
S 0.599363 1.194486 3.056914  2.283
O -0.357214 0.847284 2.002019  -1.007
O 0.193630 2.311427 3.825734  -0.879
C 0.527056 -0.206275 4.235370  0.742
F 1.118588 -1.331496 3.820074  -0.290
F -0.785579 -0.439795 4.389146  -0.317
F 0.960432 0.138167 5.397261  -0.277
N -2.799068 1.114253 -1.308791  -0.583
C -3.192363 0.182064 -0.334379  0.409
C -4.546073 -0.110725 -0.188083  -0.268
C -4.912070 -1.075683 0.742750  -0.125
C -3.918248 -1.636890 1.565107  -0.250
C -2.599355 -1.245670 1.364496  0.099
N -2.246841 -0.334044 0.447523  -0.555
C -2.134986 2.247184 -0.958197  0.414
C -2.607067 3.511136 -1.343805  -0.267
C -1.940299 4.624567 -0.938509  -0.129
C -0.803057 4.509491 -0.149307  -0.250
C -0.388121 3.218830 0.209063  0.107
N -1.023025 2.132677 -0.207872  -0.584
H -3.447627 1.309092 -2.075612  0.413
H -5.288475 0.391983 -0.854995  0.231
H -5.943553 -1.403546 0.904142  0.234
H -4.169823 -2.404614 2.279333  0.237
H -1.822966 -1.675161 1.984242  0.235
H -3.553932 3.523733 -1.881269  0.220
H -2.323363 5.539278 -1.341924  0.231
H -0.284448 5.363320 0.241385  0.240
H 0.565998 3.035039 0.756023  0.214
S 0.559031 -1.901393 0.570077  -0.323
C 1.231142 -2.300444 -0.989818  -0.162
C 2.092988 -3.400827 -1.054895  -0.192
C 2.742356 -3.766909 -2.222606  -0.072
C 3.738617 -4.837007 -2.185178  0.261
N 4.514425 -5.607767 -1.862414  -0.293
C 2.582493 -2.959492 -3.376664  -0.179
C 1.733664 -1.849994 -3.304710  -0.169
C 1.002490 -1.509563 -2.155997  -0.151
S -0.115984 -0.149172 -2.137614  -0.311
C 3.337979 -3.183757 -4.543053  0.282
N 3.890966 -3.303916 -5.565811  -0.298
H 2.272975 -3.963704 -0.107880  0.240
H 1.565742 -1.238171 -4.189782  0.234

Cartesian forces, eV/Å:
Al -0.240 -0.204 -0.099
F -0.822 -0.231 0.359
C 0.876 1.302 -0.221
F -0.285 -0.277 0.483
F -0.174 -0.320 -0.710
S 1.067 -0.198 0.299
O -0.405 -0.154 -0.224
O -0.752 -0.847 0.574
N 0.129 0.143 0.031
S 0.843 0.446 -0.439
O -0.054 -0.714 -0.468
O 0.008 0.363 0.332
C -0.906 -1.189 -0.572
F -0.140 0.740 -0.018
F -0.296 -0.285 -0.398
F 1.233 0.498 1.190
N -0.869 -0.377 -0.673
C -0.364 0.276 -0.038
C -0.803 -0.301 -0.575
C 0.337 -0.093 0.536
C 0.074 0.368 -1.001
C -0.776 -0.057 0.523
N 0.337 0.036 -0.343
C 1.093 1.625 0.792
C -0.504 -1.747 -0.012
C 0.335 0.196 -0.343
C 0.077 -1.010 0.540
C 0.746 1.395 -0.066
N -0.436 -0.984 -0.487
H 0.084 -0.568 0.662
H 0.723 -0.552 0.738
H 0.308 0.344 -0.296
H 0.094 0.039 0.122
H 0.155 0.158 -0.187
H 0.302 0.330 -0.072
H 0.104 0.726 0.344
H 0.228 0.197 -0.085
H -1.263 0.572 -0.407
S -0.203 0.267 0.350
C 0.257 0.326 -0.675
C -0.042 -0.459 1.012
C 0.665 0.200 -0.773
C -1.510 1.495 0.488
N 0.860 -0.982 -0.108
C -0.590 0.231 1.652
C -0.661 0.157 -0.200
C 0.560 -0.722 0.588
S 0.171 -0.265 -0.280
C 1.210 -0.316 -2.963
N -0.926 0.149 2.031
H -0.116 0.426 -1.027
H 0.262 -0.149 0.115


(3)
Entry from OMol25: a structure of composition C34H40N6O2PS4Se2Sn (ωB97M-V/def2-TZVPD).

The value obtained for the HOMO-LUMO gap is 8.00 eV. The maximum force is 0.657 eV/Å. The calculation puts the highest occupied orbital energy at -9.60 eV. The calculation puts the energy at -238095.7732 eV. For the relative energy (zero: lowest compared OMol25 entry of this formula, charge and spin), the calculation gives 10.92 kcal per mole. As for the net charge: +1.

Each line ends with the Löwdin charge.
CARTESIAN COORDINATES (ANGSTROEM)
Sn -0.044230 0.337816 -1.369018  0.999
Se -0.939948 0.389513 2.045487  0.266
P -2.866566 0.104617 1.135737  0.177
Se -2.848456 -0.019930 -1.048525  0.320
C -3.621015 -1.403831 1.827768  -0.398
C -4.325030 -2.288972 1.014541  -0.121
C -4.843790 -3.461641 1.550413  -0.079
C -4.669418 -3.746998 2.897473  -0.082
C -3.980435 -2.857401 3.712909  -0.077
C -3.448216 -1.692867 3.180105  -0.117
C -3.948822 1.490530 1.633533  -0.401
C -3.973682 1.870408 2.975187  -0.109
C -4.718267 2.971677 3.369425  -0.074
C -5.430226 3.705576 2.427298  -0.081
C -5.410216 3.327274 1.093136  -0.079
C -4.673470 2.217832 0.694690  -0.120
H -4.455781 -2.058292 -0.035165  0.057
H -5.384003 -4.152024 0.913285  0.107
H -5.066217 -4.665537 3.312724  0.106
H -3.847982 -3.076655 4.765440  0.107
H -2.875347 -1.022724 3.809483  0.073
H -3.394024 1.319974 3.705348  0.082
H -4.735389 3.264164 4.412016  0.107
H -6.001091 4.573113 2.736895  0.106
H -5.963817 3.898086 0.357041  0.106
H -4.652523 1.914593 -0.344192  0.047
N -1.198458 3.607454 0.225358  0.139
C -1.162013 3.610950 -1.108779  -0.696
N -0.777031 2.599349 -1.859461  -0.050
C -0.844764 2.916919 -3.211839  -0.336
C -1.259851 4.168199 -3.490074  -0.334
S -1.607408 5.018049 -2.029581  1.080
C -0.551787 1.857511 -4.174198  -0.346
C -0.406490 1.974586 -5.507559  -0.329
S -0.155713 0.422001 -6.223716  1.081
C -0.261417 -0.313771 -4.656109  -0.692
N -0.459124 0.555840 -3.688829  -0.084
N -0.146236 -1.637516 -4.470048  0.135
H -0.897993 2.775260 0.743344  0.025
H -1.540107 4.399547 0.739105  0.114
H -1.414606 4.630923 -4.453202  0.084
H -0.431629 2.861794 -6.120567  0.084
H -0.028068 -2.251689 -5.251124  0.107
H -0.272663 -2.018687 -3.533601  0.042
C 2.647975 -3.193773 3.959976  -0.041
C 1.729977 -3.234559 2.765079  -0.258
C 0.421733 -3.695425 2.885006  -0.026
C -0.424895 -3.732487 1.788788  -0.072
C 0.050067 -3.311292 0.558384  -0.407
C 1.350808 -2.858785 0.403753  -0.081
C 2.183898 -2.825110 1.510216  -0.030
S -1.063422 -3.275998 -0.837661  0.931
C -0.677163 -4.919535 -1.469590  -0.212
O -0.431122 -2.337371 -1.843459  -0.715
H 2.085034 -3.107005 4.888905  0.080
H 3.340577 -2.354170 3.892216  0.079
H 3.240108 -4.110759 4.010530  0.089
H 0.051625 -4.005574 3.855947  0.121
H -1.452695 -4.068055 1.893704  0.112
H 1.692553 -2.518641 -0.567135  0.101
H 3.201391 -2.461669 1.402985  0.116
H 0.400590 -4.999334 -1.599546  0.065
H -1.199063 -5.032539 -2.420240  0.057
H -1.041000 -5.655343 -0.749909  0.066
C 4.908108 -1.947440 -2.830128  -0.027
N 5.215941 -0.606612 -2.371282  -0.123
C 6.425087 -0.205599 -1.811601  -0.047
C 6.312813 1.096229 -1.503500  -0.066
N 5.031083 1.473656 -1.874029  0.068
C 4.344431 0.432909 -2.405103  -0.791
S 2.779751 0.454336 -3.017904  0.582
H 5.796497 -2.388774 -3.275386  0.096
H 4.116495 -1.887205 -3.570259  0.060
H 4.572155 -2.572607 -2.002966  0.093
H 7.256392 -0.881267 -1.696117  0.126
H 7.024496 1.774459 -1.063262  0.120
H 4.627621 2.386931 -1.780401  0.132
C 2.958832 2.793317 1.996012  -0.143
C 3.095362 3.954272 0.997923  -0.139
C 2.186984 3.538581 -0.175171  -0.190
O 1.729185 2.212002 0.103661  -0.299
C 2.581651 1.632779 1.089583  -0.220
H 2.150706 2.981704 2.703662  0.116
H 3.874967 2.599322 2.552898  0.115
H 4.131931 4.068385 0.674442  0.105
H 2.781301 4.904630 1.426258  0.110
H 2.713044 3.550726 -1.138117  0.105
H 1.315535 4.184231 -0.270346  0.098
H 3.469075 1.191294 0.619754  0.114
H 2.026923 0.842114 1.591247  0.081

Cartesian forces, eV/Å:
Sn -0.348 0.127 0.543
Se 0.146 0.075 -0.262
P 0.107 0.143 0.119
Se 0.073 -0.028 -0.041
C 0.027 -0.097 -0.198
C -0.013 0.043 0.119
C 0.003 0.025 -0.021
C 0.007 -0.020 -0.019
C 0.019 0.012 0.007
C -0.015 -0.054 0.015
C 0.062 0.028 -0.153
C -0.070 0.058 -0.028
C 0.022 -0.054 -0.003
C -0.012 0.018 -0.001
C 0.010 -0.014 -0.011
C -0.025 -0.043 0.090
H 0.010 -0.057 0.002
H 0.016 0.036 0.028
H -0.010 0.041 -0.008
H 0.000 0.008 -0.033
H 0.008 -0.022 -0.027
H 0.016 0.028 0.000
H -0.001 -0.012 -0.028
H 0.021 -0.043 -0.013
H 0.005 -0.039 0.031
H 0.001 0.066 0.000
N 0.234 -0.454 0.295
C 0.016 0.035 -0.323
N 0.158 -0.054 -0.075
C -0.089 0.007 0.116
C -0.013 0.058 -0.097
S 0.043 -0.052 0.124
C 0.010 -0.102 -0.056
C 0.028 0.017 -0.091
S -0.018 -0.066 0.096
C 0.086 -0.262 -0.226
N -0.033 0.097 0.311
N -0.046 0.515 -0.036
H -0.186 0.210 -0.107
H -0.061 -0.052 -0.019
H -0.012 -0.078 0.108
H 0.005 -0.046 0.094
H 0.036 -0.026 -0.092
H -0.008 -0.116 -0.033
C -0.063 -0.028 -0.120
C 0.091 0.019 0.020
C -0.003 -0.004 0.047
C -0.134 0.018 -0.020
C -0.040 0.128 -0.088
C 0.037 0.030 0.019
C -0.032 0.015 0.028
S 0.083 -0.193 0.075
C -0.122 0.099 -0.011
O 0.128 -0.091 0.076
H 0.021 0.002 -0.025
H -0.020 -0.027 0.021
H -0.004 0.032 0.029
H 0.013 0.006 -0.046
H 0.018 0.079 0.042
H -0.013 0.030 0.012
H -0.057 -0.012 0.017
H -0.007 -0.002 -0.008
H 0.008 -0.020 0.057
H 0.044 0.051 -0.051
C 0.043 -0.047 0.024
N 0.058 -0.048 0.070
C -0.066 -0.163 -0.080
C -0.080 0.111 0.026
N 0.151 0.006 0.126
C 0.176 -0.017 -0.019
S -0.070 0.022 -0.112
H 0.022 0.021 -0.004
H -0.029 0.038 -0.033
H -0.014 0.011 0.029
H -0.094 0.032 -0.023
H -0.106 -0.028 -0.056
H -0.072 0.090 -0.033
C -0.002 -0.025 -0.099
C -0.015 -0.033 0.018
C 0.157 -0.059 0.013
O -0.095 0.095 -0.029
C -0.021 0.062 0.054
H 0.013 0.003 0.003
H -0.030 0.056 0.029
H -0.032 -0.024 -0.005
H 0.044 -0.005 0.006
H -0.017 -0.028 0.042
H -0.030 -0.032 0.001
H 0.030 0.010 -0.097
H -0.076 -0.037 -0.022


(4)
Entry from OMol25: the molecule C3H7NO (ωB97M-V/def2-TZVPD).

The value obtained for the HOMO-LUMO gap is 10.76 eV. The maximum force is 3.591 eV/Å. The calculation puts the highest occupied orbital energy at -9.63 eV. The calculation puts the energy at -6758.6687 eV. For the relative energy (zero: lowest compared OMol25 entry of this formula, charge and spin), the calculation gives 94.12 kcal per mole. The SMILES is C[C@@H]1ON1C.

Each line ends with the natural charge from an NBO analysis.
CARTESIAN COORDINATES (ANGSTROEM)
C -0.479717 0.160717 0.280704  0.184
C -1.889432 0.098207 -0.255339  -0.656
C 1.840396 -0.332147 -0.027496  -0.438
N 0.637173 0.236910 -0.601193  -0.141
O 0.356029 1.421230 0.223792  -0.414
H -0.240565 -0.150915 1.223875  0.171
H -1.870448 0.244766 -1.367988  0.244
H -2.549514 0.754639 0.379370  0.238
H -2.247318 -1.007454 -0.097515  0.221
H 2.506845 0.207681 -0.573949  0.208
H 2.000469 -0.294389 1.089208  0.185
H 1.936077 -1.339241 -0.273473  0.197

Cartesian forces, eV/Å:
C 0.661 2.812 -2.134
C -0.146 -1.616 0.388
C -1.034 -0.020 1.669
N -0.914 -0.426 1.449
O -1.713 -0.903 -0.932
H -0.014 -1.673 2.328
H -0.309 0.410 1.227
H 0.497 -0.527 -1.132
H 0.559 1.967 -0.194
H 2.960 1.262 -0.813
H -0.507 0.577 -1.050
H -0.040 -1.863 -0.807


Q: Look up the energy of the fourth one.
A: -6758.6687 eV


Q: Number 4 is which compound?
A: C3H7NO